Entry from the OMol25 dataset: 4 unconnected molecules or ions with the total composition H7O3S (ωB97M-V/def2-TZVPD).

Last column: natural (NBO) charge in e.
CARTESIAN COORDINATES (ANGSTROEM)
S -0.664 0.895 1.055  -1.001
H -1.409 -0.080 0.506  0.088
H -0.661 -2.002 -1.731  0.468
H 0.779 -1.603 -1.578  0.477
O 0.131 -1.812 -2.261  -0.948
H -0.335 2.470 -0.895  0.509
H 1.038 3.016 -1.310  0.458
O 0.100 3.115 -1.478  -0.986
H 0.193 -2.091 2.442  0.444
H 0.269 -0.576 2.335  0.497
O 0.558 -1.334 2.913  -1.006

The energy relative to the best compared isomer or geometry (same formula, charge and spin) is 11.6 kcal per mole. The value obtained for the HOMO-LUMO gap is 7.4 eV. Its net charge is -1. As for the spin multiplicity: 1.